{"formula": "C30H29N3O2", "method": "wB97M-V/def2-TZVPD", "elements": ["C", "C", "C", "C", "C", "C", "C", "N", "C", "C", "N", "C", "H", "C", "N", "C", "O", "C", "C", "C", "C", "C", "C", "C", "C", "C", "C", "C", "C", "C", "C", "C", "H", "H", "H", "H", "H", "H", "H", "H", "C", "O", "H", "H", "H", "H", "H", "C", "C", "H", "H", "H", "H", "H", "H", "H", "H", "H", "H", "H", "H", "H", "H", "H"], "xyz": [[2.167, 0.959, -1.549], [3.165, 1.862, -1.200], [4.362, 1.972, -2.059], [5.401, 2.883, -1.552], [5.208, 3.689, -0.335], [4.259, 3.484, 0.571], [3.208, 2.684, 0.281], [2.019, 2.594, 0.746], [2.172, 2.741, 2.207], [0.888, 1.965, 2.934], [-0.078, 2.585, 2.370], [-1.351, 2.446, 3.121], [-1.470, 2.852, 4.255], [-1.813, 0.799, 3.355], [-2.292, 0.339, 2.051], [-3.311, 0.571, 1.571], [-4.331, 1.371, 1.925], [-3.335, -0.221, 0.258], [-2.152, -1.189, 0.130], [-1.742, -2.167, -0.535], [-0.781, -3.037, -0.582], [0.486, -3.344, 0.424], [1.220, -4.484, 0.145], [1.028, -5.410, -0.719], [-0.125, -5.088, -2.000], [-1.021, -4.130, -1.608], [-2.255, -3.576, -2.252], [-2.592, -4.279, -3.617], [-3.681, -3.568, -3.971], [-4.244, -2.432, -3.526], [-3.611, -1.820, -2.565], [-2.657, -2.330, -1.881], [-4.047, -0.905, -2.151], [-5.121, -1.803, -4.023], [-4.223, -3.963, -4.924], [-2.152, -5.262, -3.987], [-0.406, -5.797, -2.655], [1.655, -6.350, -0.754], [1.992, -4.566, 0.840], [0.690, -2.627, 1.151], [-1.503, -0.834, 1.656], [-0.182, -1.126, 2.167], [-4.238, -0.709, 0.120], [-3.326, 0.553, -0.560], [-2.657, 0.930, 3.992], [-1.207, 0.190, 3.792], [-2.392, 2.850, 2.848], [-0.551, 2.437, 1.102], [0.844, 3.185, 0.239], [0.913, 3.158, -0.671], [0.838, 4.234, 0.596], [-1.303, 2.987, 0.625], [-0.497, 1.350, 0.523], [0.940, 1.996, 4.115], [0.888, 0.774, 2.752], [3.186, 1.982, 2.692], [2.115, 3.792, 2.586], [4.296, 3.996, 1.464], [6.285, 4.097, -0.038], [6.344, 2.716, -1.976], [4.347, 1.596, -2.913], [1.629, 0.578, -0.672], [2.538, 0.207, -2.222], [1.564, 1.615, -2.108]], "total_energy_ev": -40123.574, "de_lowest_ev": 24.3122, "lumo_energy_ev": -1.61, "molar_mass_da": 463.58, "spin_multiplicity": 1}